Density functional theory data (ωB97M-V/def2-TZVPD) for a structure of composition C15H40FLiO5 in a non-equilibrium geometry.

Calculated values
Frontier orbital gap: 6.11 eV
Molar mass: 326.4 g/mol
ΔE to the lowest compared entry with this formula, charge and spin: 6.4028 eV

CARTESIAN COORDINATES (ANGSTROEM)
Li1 -0.180 3.094 -2.120
F1 -0.562 0.706 -0.035
C1 -8.217 0.953 -0.915
C2 -7.466 -0.106 -1.709
C3 -8.151 -0.509 -3.033
O1 -6.193 0.427 -2.012
H1 -8.632 1.668 -1.626
H2 -7.655 1.514 -0.169
H3 -9.096 0.449 -0.514
H4 -7.358 -1.049 -1.175
H5 -9.071 -1.073 -2.882
H6 -7.496 -1.158 -3.613
H7 -8.255 0.335 -3.715
H8 -5.664 0.357 -1.213
C4 -1.913 -3.034 4.567
C5 -3.299 -2.661 4.014
C6 -4.392 -2.976 4.984
O2 -3.244 -1.250 3.924
H9 -1.889 -4.101 4.787
H10 -1.527 -2.347 5.320
H11 -1.243 -2.823 3.733
H12 -3.435 -3.047 3.003
H13 -4.246 -3.987 5.365
H14 -5.349 -2.944 4.463
H15 -4.348 -2.264 5.809
H16 -2.684 -1.004 3.184
C7 5.532 1.279 3.469
C8 4.165 0.665 3.255
C9 3.131 1.498 4.028
O3 3.795 0.746 1.899
H17 5.817 1.224 4.519
H18 5.547 2.345 3.240
H19 6.211 0.684 2.859
H20 4.166 -0.360 3.625
H21 3.304 1.475 5.104
H22 2.073 1.252 3.940
H23 3.162 2.565 3.808
H24 2.837 0.688 1.882
C10 5.386 5.309 -1.544
C11 4.907 4.671 -2.836
C12 5.974 3.954 -3.597
O4 3.966 3.670 -2.435
H25 5.979 6.220 -1.622
H26 5.961 4.619 -0.924
H27 4.535 5.675 -0.970
H28 4.448 5.456 -3.437
H29 5.584 3.538 -4.526
H30 6.507 3.187 -3.034
H31 6.831 4.568 -3.874
H32 4.404 3.106 -1.794
C13 2.142 -2.713 -4.162
C14 1.022 -3.611 -3.592
C15 1.519 -4.378 -2.316
O5 -0.138 -2.853 -3.355
H33 2.412 -1.972 -3.410
H34 1.688 -2.242 -5.034
H35 2.985 -3.301 -4.524
H36 0.777 -4.359 -4.347
H37 0.825 -5.090 -1.868
H38 1.701 -3.628 -1.546
H39 2.423 -4.938 -2.554
H40 -0.010 -2.121 -2.746